Formula: C3H6NOS
Source: the OMol25 dataset
Level of theory: ωB97M-V/def2-TZVPD

Positions of all 12 atoms, in Å:
C (-0.23037, -1.08928, -0.64781)
C (-1.36511, -1.48648, 0.08951)
C (-0.25703, 0.27637, -0.88980)
N (1.39292, 1.29491, 0.78779)
O (-2.18565, -0.48740, 0.42216)
S (-1.73522, 0.96492, -0.20592)
H (0.43629, -1.68918, -1.15554)
H (-1.64909, -2.36995, 0.57301)
H (0.32001, 0.79594, -1.62079)
H (1.52432, 2.07175, 1.35851)
H (2.07151, 1.25134, 0.05632)
H (1.67740, 0.46707, 1.23256)

Properties
* HOMO level: -14.32 eV
* gap between HOMO and LUMO: 0.3181 Eh
* net charge: +1
* strongest force on any atom: 3.1 eV Å⁻¹
* total energy: -645.7703 Eh
* ΔE to the lowest compared entry with this formula, charge and spin: 1.1157 eV

Atomic charges from the Löwdin analysis, expressed in e, are listed below: number 1, C, carries -0.0681; number 2, C, carries -0.0467; number 3, C, carries -0.2620; number 4, N, carries 0.0654; number 5, O, carries -0.3218; number 6, S, carries 1.1905; number 7, H, carries 0.1072; number 8, H, carries 0.1425; number 9, H, carries 0.0970; number 10, H, carries 0.0285; number 11, H, carries 0.0393; number 12, H, carries 0.0282

---

Formula: C2H4O3Tl
Source: the OMol25 dataset
Level of theory: ωB97M-V/def2-TZVPD

Positions of all 10 atoms, in Å:
O (1.20919, -0.11853, -0.83998)
C (0.40650, 0.53339, -0.16760)
Tl (2.72939, 1.14445, -0.69190)
O (-0.62119, 0.11890, 0.45465)
O (0.81991, 1.76855, 0.11516)
H (0.20304, 2.35723, 0.57985)
C (-1.09908, -1.22209, 0.17781)
H (-0.24867, -1.90904, 0.21520)
H (-1.82498, -1.42990, 0.96482)
H (-1.57412, -1.24296, -0.80801)

Properties
* HOMO level (alpha / beta): -28.89 / -26.31 eV
* gap between HOMO and LUMO (alpha / beta): 0.3292 / 0.1648 Eh
* net charge: +3
* strongest force on any atom: 7.2 eV Å⁻¹
* total energy: -475.1959 Eh
* ΔE to the lowest compared entry with this formula, charge and spin: 0.0000 eV

Atomic charges from the Löwdin analysis, expressed in e, are listed below: number 1, O, carries 0.1136; number 2, C, carries -0.5293; number 3, Tl, carries 1.8787; number 4, O, carries 0.2739; number 5, O, carries 0.1670; number 6, H, carries 0.2356; number 7, C, carries 0.2525; number 8, H, carries 0.1942; number 9, H, carries 0.1816; number 10, H, carries 0.2321

---

Formula: C2H6N3O2
Source: the OMol25 dataset
Level of theory: ωB97M-V/def2-TZVPD

Positions of all 13 atoms, in Å:
C (1.15621, -0.28425, -0.14724)
C (-1.34686, -0.50405, -0.38519)
N (1.69105, 0.65963, -0.87911)
N (-1.79315, 0.47095, 0.27561)
N (1.81864, -0.76232, 0.87976)
O (-1.50649, -1.37367, -1.15576)
O (-3.12998, 0.82188, 0.29518)
H (1.19845, 0.87591, -1.71811)
H (2.69057, 0.67521, -0.80719)
H (-1.40692, 0.68635, 1.17440)
H (1.55104, -1.34263, 1.74865)
H (2.65739, -0.27178, 1.14943)
H (-3.57994, 0.34879, -0.43042)

Properties
* HOMO level (alpha / beta): -13.94 / -13.94 eV
* gap between HOMO and LUMO (alpha / beta): 0.3227 / 0.3228 Eh
* net charge: +1
* strongest force on any atom: 5.4 eV Å⁻¹
* total energy: -394.1568 Eh
* ΔE to the lowest compared entry with this formula, charge and spin: 3.3922 eV

Atomic charges from the Löwdin analysis, expressed in e, are listed below: number 1, C, carries -0.2234; number 2, C, carries -0.2095; number 3, N, carries 0.1382; number 4, N, carries 0.0506; number 5, N, carries 0.1001; number 6, O, carries 0.2297; number 7, O, carries 0.0867; number 8, H, carries 0.1101; number 9, H, carries 0.1184; number 10, H, carries 0.1780; number 11, H, carries 0.1704; number 12, H, carries 0.1048; number 13, H, carries 0.1457

---

Formula: C5H5BrIN
Source: the OMol25 dataset
Level of theory: ωB97M-V/def2-TZVPD

Positions of all 13 atoms, in Å:
Br (2.84477, 0.03251, 2.26211)
C (1.49153, -0.14164, 1.02764)
C (0.42669, -1.03546, 1.18417)
C (-0.54378, -1.04824, 0.19778)
C (-0.44751, -0.22448, -0.88809)
C (0.64783, 0.57429, -1.04657)
N (1.52359, 0.60891, -0.07488)
H (0.32844, -1.79144, 1.91768)
H (-1.44807, -1.63113, 0.26622)
H (-1.19612, -0.41069, -1.75441)
H (0.73428, 1.39186, -1.88750)
I (-0.40745, 2.74340, 1.75742)
H (1.20573, 2.36210, 1.52584)

Properties
* SMILES string: Brc1ccccn1.I
* HOMO level: -9.51 eV
* gap between HOMO and LUMO: 0.3664 Eh
* strongest force on any atom: 4.0 eV Å⁻¹
* total energy: -3119.9583 Eh
* ΔE to the lowest compared entry with this formula, charge and spin: 0.0000 eV

Atomic charges from the Löwdin analysis, expressed in e, are listed below: number 1, Br, carries 0.7841; number 2, C, carries -0.8770; number 3, C, carries -0.1081; number 4, C, carries -0.0927; number 5, C, carries -0.1154; number 6, C, carries -0.2007; number 7, N, carries -0.0314; number 8, H, carries 0.0948; number 9, H, carries 0.1099; number 10, H, carries 0.1384; number 11, H, carries 0.1512; number 12, I, carries 0.4270; number 13, H, carries -0.2802

---

Formula: C3H12N
Source: the OMol25 dataset
Level of theory: ωB97M-V/def2-TZVPD

Positions of all 16 atoms, in Å:
N (-0.16670, -0.58803, 2.17642)
H (-0.53680, -1.39591, 1.58682)
H (0.16059, -1.10784, 3.01714)
H (-0.70547, 0.30745, 2.36487)
H (0.65838, -0.21694, 1.67969)
C (-1.05543, -0.30300, -1.32560)
C (0.45777, -0.15613, -1.22300)
C (0.89908, 1.07591, -0.46269)
H (-1.53479, 0.07365, -2.22907)
H (-1.51734, -1.25751, -1.07734)
H (-1.55840, 0.33510, -0.58004)
H (1.03703, -0.99950, -0.84898)
H (0.74933, -0.10429, -2.27540)
H (0.21189, 1.89266, -0.55537)
H (1.85807, 1.41659, -0.85616)
H (1.04281, 1.02779, 0.60871)

Properties
* HOMO level (alpha / beta): -4.07 / -11.50 eV
* gap between HOMO and LUMO (alpha / beta): 0.1974 / 0.4488 Eh
* 2S+1: 2
* strongest force on any atom: 2.2 eV Å⁻¹
* total energy: -176.1081 Eh
* ΔE to the lowest compared entry with this formula, charge and spin: 0.4643 eV

Atomic charges from the Löwdin analysis, expressed in e, are listed below: number 1, N, carries 0.0153; number 2, H, carries 0.0420; number 3, H, carries 0.0362; number 4, H, carries 0.0453; number 5, H, carries 0.0179; number 6, C, carries -0.1550; number 7, C, carries -0.3291; number 8, C, carries -0.1592; number 9, H, carries 0.0683; number 10, H, carries 0.0514; number 11, H, carries 0.0468; number 12, H, carries 0.0788; number 13, H, carries 0.0969; number 14, H, carries 0.0654; number 15, H, carries 0.0753; number 16, H, carries 0.0039

---

Formula: C15H24FN5O11
Source: the OMol25 dataset
Level of theory: ωB97M-V/def2-TZVPD

Positions of all 56 atoms, in Å:
C (3.73915, -1.37498, 3.87870)
C (2.38678, -0.76484, 3.45466)
F (2.31457, 0.55259, 3.90500)
C (2.00376, -0.90614, 1.97158)
C (3.15421, -0.90127, 0.98039)
O (3.09598, -1.98002, 0.02030)
C (4.17581, -1.63505, -0.77859)
O (5.08452, -2.34037, -1.10482)
O (3.97191, -0.30870, -1.08818)
C (3.19283, 0.29871, -0.04215)
C (3.85155, 1.39866, 0.73552)
C (3.13713, 2.28213, 1.51487)
C (3.71352, 3.28670, 2.26321)
N (5.02522, 3.48421, 2.26064)
C (5.71110, 2.62788, 1.52607)
C (5.23480, 1.59638, 0.74916)
H (3.56915, -1.98083, 4.77704)
H (4.19032, -2.03786, 3.13877)
H (4.39278, -0.55477, 4.19357)
H (1.61621, -1.30178, 4.02278)
H (1.39684, -0.04280, 1.73358)
H (1.34270, -1.75818, 1.82375)
H (4.19199, -0.91310, 1.34371)
H (2.24013, 0.55497, -0.51471)
H (2.05356, 2.16081, 1.56847)
H (3.06871, 3.92274, 2.86358)
H (6.79644, 2.75674, 1.53564)
H (5.89882, 0.94189, 0.19385)
C (-2.28389, 0.18994, -0.21638)
N (-0.98459, 0.39944, 0.47837)
O (-0.29354, -0.57655, 0.71783)
O (-0.68776, 1.53878, 0.76585)
H (-2.40864, -0.86855, -0.40715)
H (-3.06750, 0.56238, 0.43643)
H (-2.25133, 0.74973, -1.14512)
C (-6.30094, -0.80328, -2.89197)
N (-5.00070, -0.60486, -2.19746)
O (-4.32778, -1.59013, -1.96904)
O (-4.70076, 0.53412, -1.90528)
H (-6.43044, -1.86008, -3.08822)
H (-7.08342, -0.43087, -2.23629)
H (-6.26665, -0.23961, -3.81954)
C (2.15397, 3.15219, -2.19305)
N (0.82067, 3.66613, -1.77688)
O (-0.14307, 2.95446, -1.98030)
O (0.79165, 4.76168, -1.26304)
H (2.02461, 2.16938, -2.63330)
H (2.56419, 3.84882, -2.91828)
H (2.77609, 3.10063, -1.30237)
C (-8.28809, -4.53405, -1.96024)
N (-8.75300, -3.22921, -2.50529)
O (-8.59551, -3.02541, -3.69236)
O (-9.25754, -2.45559, -1.72055)
H (-7.86255, -5.11517, -2.77039)
H (-7.54226, -4.32254, -1.19902)
H (-9.15171, -5.03553, -1.53335)

Properties
* SMILES string: C[C@@H](F)C[C@H]1OC(=O)O[C@@H]1c1ccncc1.C[N+](=O)[O-].C[N+](=O)[O-].C[N+](=O)[O-].C[N+](=O)[O-]
* HOMO level: -9.81 eV
* gap between HOMO and LUMO: 0.3478 Eh
* strongest force on any atom: 2.0 eV Å⁻¹
* total energy: -1786.8533 Eh

Atomic charges from the Löwdin analysis, expressed in e, are listed below: number 1, C, carries -0.0214; number 2, C, carries -0.3411; number 3, F, carries -0.0254; number 4, C, carries -0.0632; number 5, C, carries -0.2083; number 6, O, carries 0.0658; number 7, C, carries -0.5040; number 8, O, carries 0.1851; number 9, O, carries 0.0701; number 10, C, carries -0.1726; number 11, C, carries -0.1773; number 12, C, carries -0.0394; number 13, C, carries -0.1226; number 14, N, carries 0.0736; number 15, C, carries -0.1583; number 16, C, carries 0.0022; number 17, H, carries 0.0764; number 18, H, carries 0.0773; number 19, H, carries 0.0885; number 20, H, carries 0.1354; number 21, H, carries 0.0781; number 22, H, carries 0.1270; number 23, H, carries 0.1502; number 24, H, carries 0.1606; number 25, H, carries 0.1141; number 26, H, carries 0.1164; number 27, H, carries 0.1094; number 28, H, carries 0.1237; number 29, C, carries 0.0370; number 30, N, carries -0.4090; number 31, O, carries 0.0388; number 32, O, carries 0.0729; number 33, H, carries 0.0806; number 34, H, carries 0.1052; number 35, H, carries 0.0920; number 36, C, carries 0.0510; number 37, N, carries -0.4303; number 38, O, carries 0.0666; number 39, O, carries 0.0664; number 40, H, carries 0.0738; number 41, H, carries 0.1038; number 42, H, carries 0.1088; number 43, C, carries 0.0504; number 44, N, carries -0.4458; number 45, O, carries 0.0500; number 46, O, carries 0.0739; number 47, H, carries 0.0941; number 48, H, carries 0.1029; number 49, H, carries 0.0852; number 50, C, carries 0.0486; number 51, N, carries -0.4578; number 52, O, carries 0.0560; number 53, O, carries 0.0657; number 54, H, carries 0.0955; number 55, H, carries 0.1016; number 56, H, carries 0.1018